(w)
Below is an isolated molecule of C3H5Cl, with properties calculated with ωB97M-V with the def2-TZVPD basis set.

```
9
C3H5Cl ωB97M-V with the def2-TZVPD basis set
C -1.186 -0.554 -0.279
C 1.830 -0.053 0.807
C 0.374 0.151 -0.026
Cl 2.365 1.323 1.590
H -1.242 -0.231 -1.287
H -1.967 -0.103 0.365
H -1.037 -1.536 -0.016
H 0.198 1.169 -0.148
H 0.665 -0.167 -1.006
```

Calculated values
HOMO-LUMO gap (eV): 8.100

***

(x)
Below is a cluster of 2 separate species, C3H5Cl in total, with properties calculated with ωB97M-V with the def2-TZVPD basis set.

```
9
C3H5Cl ωB97M-V with the def2-TZVPD basis set
C -0.910 0.039 0.239
C 0.346 0.900 0.299
C 0.413 -0.496 0.346
Cl 1.028 -1.756 -2.192
H -1.462 -0.124 1.186
H -1.424 -0.131 -0.725
H 0.387 1.451 -0.619
H 0.596 1.484 1.066
H 1.027 -1.368 0.400
```

Calculated values
HOMO-LUMO gap (spin up / spin down) (eV): 7.775 / 6.514

***

It is (x) that is the most stable of them.

***

(w)
Below is the ion C21H29N2O with charge +1, with properties calculated with ωB97M-V with the def2-TZVPD basis set.

```
53
C21H29N2O ωB97M-V with the def2-TZVPD basis set
C 1.543 3.895 -1.018
N 0.883 2.814 -0.322
C -0.512 3.018 0.005
C -1.401 2.057 -0.791
C -0.821 0.712 -0.815
N -1.453 -0.160 -1.612
C -2.698 0.309 -2.338
C -3.386 -0.732 -3.242
O -2.456 -1.668 -3.795
C -1.792 -2.392 -2.747
C -0.921 -1.502 -1.847
C 0.406 0.328 0.028
C 0.674 -0.181 1.450
C 1.307 -1.635 1.534
C 0.517 -2.797 1.471
C 1.109 -4.059 1.240
C 2.503 -4.177 1.166
C 3.299 -3.045 1.371
C 2.706 -1.800 1.607
C -0.728 -0.099 1.983
C -0.909 0.961 2.805
C 0.404 1.603 3.217
C 1.437 0.655 2.631
C 1.443 1.491 -0.332
H 2.626 3.815 -0.862
H 1.361 3.875 -2.123
H 1.188 4.869 -0.638
H -0.666 2.846 1.098
H -0.767 4.072 -0.219
H -2.385 2.028 -0.287
H -1.605 2.573 -1.763
H -3.472 0.667 -1.622
H -2.446 1.155 -3.017
H -4.170 -1.244 -2.654
H -3.827 -0.244 -4.117
H -2.523 -2.931 -2.108
H -1.157 -3.113 -3.291
H 0.058 -1.415 -2.326
H -0.808 -2.015 -0.891
H 0.832 -0.565 -0.415
H -0.569 -2.734 1.530
H 0.480 -4.931 1.115
H 2.965 -5.144 0.981
H 4.388 -3.120 1.336
H 3.344 -0.920 1.759
H -1.485 -0.808 1.641
H -1.871 1.398 3.096
H 0.486 1.697 4.304
H 0.531 2.610 2.820
H 2.376 1.093 2.261
H 1.746 0.030 3.521
H 2.065 1.438 -1.265
H 2.155 1.422 0.488
```

Calculated values
Net charge: +1
HOMO-LUMO gap (eV): 7.105
SMILES: CN1CCC(=[N+]2CCOCC2)[C@H]([C@]2(c3ccccc3)C=CCC2)C1

***

(x)
Below is the ion C21H29N2O with charge +1, with properties calculated with ωB97M-V with the def2-TZVPD basis set.

```
53
C21H29N2O ωB97M-V with the def2-TZVPD basis set
C 0.912 3.392 2.498
N 1.167 2.796 1.203
C 2.218 1.802 1.239
C 2.565 1.388 -0.187
N 1.373 0.814 -0.841
C 1.618 0.277 -2.198
C 2.647 -0.855 -2.240
C 2.480 -1.949 -1.177
C 1.052 -2.471 -1.022
O 0.277 -1.552 -0.253
C -0.537 -2.051 0.766
C -0.052 -2.938 1.715
C -0.869 -3.354 2.752
C -2.161 -2.868 2.853
C -2.634 -1.965 1.919
C -1.837 -1.545 0.857
C -2.362 -0.585 -0.131
C -3.007 0.573 0.297
C -3.506 1.480 -0.620
C -3.371 1.243 -1.978
C -2.744 0.087 -2.414
C -2.243 -0.822 -1.498
C 0.286 1.818 -0.833
C -0.021 2.227 0.603
H 0.159 4.169 2.386
H 0.560 2.661 3.238
H 1.828 3.851 2.863
H 1.926 0.908 1.825
H 3.101 2.240 1.707
H 2.878 2.266 -0.755
H 3.373 0.659 -0.179
H 1.024 -0.012 -0.295
H 1.946 1.093 -2.846
H 0.657 -0.090 -2.564
H 3.658 -0.452 -2.166
H 2.563 -1.311 -3.228
H 2.825 -1.600 -0.200
H 3.121 -2.784 -1.461
H 0.577 -2.583 -2.005
H 1.061 -3.450 -0.540
H 0.963 -3.302 1.653
H -0.489 -4.051 3.482
H -2.800 -3.192 3.659
H -3.644 -1.592 1.988
H -3.117 0.760 1.356
H -4.010 2.370 -0.275
H -3.767 1.947 -2.694
H -2.660 -0.116 -3.472
H -1.791 -1.739 -1.844
H 0.615 2.690 -1.401
H -0.603 1.390 -1.298
H -0.395 1.350 1.163
H -0.809 2.981 0.592
```

Calculated values
Net charge: +1
HOMO-LUMO gap (eV): 9.503
SMILES: CN1CC[NH+](CCCCOc2ccccc2-c2ccccc2)CC1

***

It is (x) that is the most stable of them.

***

(w)
Below is an isolated molecule of C2H2N2O4, with properties calculated with ωB97M-V with the def2-TZVPD basis set.

```
10
C2H2N2O4 ωB97M-V with the def2-TZVPD basis set
H -1.929 0.871 -1.872
N -2.003 0.169 -1.186
C -0.871 -0.078 -0.679
O -0.919 -0.588 0.649
C 0.308 -0.752 1.126
O 0.759 -1.455 1.949
O 1.219 -0.137 0.191
N 0.603 0.400 -0.892
O 0.653 1.923 -0.903
H 1.408 2.181 -1.346
```

Calculated values
HOMO-LUMO gap (eV): 10.417
SMILES: [H]/N=c1/oc(=O)on1O

***

(x)
Below is a structure of composition C2H2N2O4, with properties calculated with ωB97M-V with the def2-TZVPD basis set.

```
10
C2H2N2O4 ωB97M-V with the def2-TZVPD basis set
C -1.002 0.210 -0.439
C 1.156 -0.504 0.265
O 2.027 -0.181 -0.691
O -1.749 -0.795 -0.028
N -0.737 1.202 0.811
N 0.375 0.962 1.097
O -0.734 0.648 -1.518
O 1.187 -1.495 0.923
H 1.680 0.549 -1.227
H -2.204 -0.596 0.807
```

Calculated values
HOMO-LUMO gap (eV): 8.197

***

It is (x) that is the most stable of them.